C5H9P | ωB97M-V/def2-TZVPD

Output
HOMO: -7.57 eV
Orbital gap: 8.540 eV
E_LUMO: 0.0356 Ha

Last column: Löwdin charge in e.
Geometry (Å):
C 1.74716 -0.74256 0.95715  -0.2354
C 0.44813 0.55147 -1.85639  -0.2244
C -0.52286 -0.40633 -1.16146  -0.3043
C -0.43257 1.11224 -0.72209  -0.3084
C -1.06802 -0.26966 1.72156  -0.1896
P 0.24437 -0.07963 0.45555  0.7949
H 2.19782 -0.16278 1.71864  -0.0386
H 2.32578 -1.25028 0.29169  -0.0617
H 1.45076 0.28397 -1.45009  0.0627
H 0.17360 0.86615 -2.94680  0.1374
H -1.51209 -0.99008 -1.61673  0.1633
H -1.10722 1.85181 -1.15298  0.0972
H -0.67336 -0.27651 2.74640  0.0559
H -1.53943 0.62499 1.47668  -0.0023
H -1.73206 -1.11280 1.53887  0.0535